Entry one
The following is a quantum chemistry calculation of a structure of composition C6H12CoF5N3O2, from the Open Molecules 2025 dataset.

Properties
**HOMO (spin up / spin down)**: -9.09 / -8.85 eV
**Multiplicity**: 2
**Expectation value of S²**: 0.783
**LUMO level (spin up / spin down)**: -0.618 / 0.302 eV
**Kohn-Sham gap (spin up / spin down)**: 8.47 / 9.15 eV

Last column: Mulliken charge in e.
Geometry (Å):
Co1 -0.7442 1.1026 0.4137  0.252
N1 -1.4711 -0.6994 -0.4413  -0.471
C1 -0.9599 -0.9780 -1.7907  -0.461
C2 0.3263 -1.7995 -1.7659  -0.936
C3 1.4449 -1.2174 -0.8980  -0.290
C4 1.8403 0.2226 -1.2540  -0.659
N2 1.3186 1.1836 -0.2693  -0.514
H1 -1.3866 -1.5340 0.1364  0.233
H2 -2.4674 -0.4827 -0.5047  0.347
H3 -0.7808 -0.0204 -2.2854  0.269
H4 -1.7063 -1.5281 -2.3759  0.386
H5 0.6842 -1.8959 -2.7935  0.342
H6 0.1021 -2.8039 -1.3986  0.387
H7 2.3126 -1.8686 -1.0036  0.358
H8 1.1474 -1.2463 0.1499  0.184
H9 1.4464 0.4905 -2.2376  0.418
H10 2.9329 0.2964 -1.3036  0.311
H11 1.4256 2.1292 -0.6356  0.241
H12 1.8897 1.1418 0.5746  0.293
O1 -2.8825 1.7741 0.0664  -0.402
N3 -2.4555 2.7930 -0.4972  0.307
O2 -1.2114 2.8660 -0.5747  -0.438
F1 0.3422 2.0592 2.8308  -0.295
C5 -0.5403 1.0551 2.4404  0.621
F2 -1.6559 1.2623 3.2136  -0.313
C6 0.0961 -0.2415 2.9532  0.651
F3 -0.5455 -1.3244 2.4635  -0.279
F4 1.3648 -0.3568 2.5116  -0.268
F5 0.1334 -0.3790 4.2755  -0.271

Entry two
The following is a quantum chemistry calculation of a structure of composition C6H12CoF5N3O2, from the Open Molecules 2025 dataset.

Properties
**HOMO (spin up / spin down)**: -8.88 / -8.85 eV
**Multiplicity**: 2
**Expectation value of S²**: 0.793
**LUMO level (spin up / spin down)**: -0.549 / 0.461 eV
**Kohn-Sham gap (spin up / spin down)**: 8.33 / 9.31 eV

Last column: Mulliken charge in e.
Geometry (Å):
Co1 -0.8171 -0.1451 -0.7326  0.148
N1 1.1093 -0.8024 -1.4230  -0.458
C1 2.2875 -0.3428 -0.6678  -0.912
C2 1.9036 0.1456 0.7297  -0.232
C3 1.3999 -0.9466 1.6891  -0.687
C4 0.0441 -0.5849 2.3005  -0.751
N2 -1.0352 -0.7180 1.3103  -0.443
H1 1.0163 -1.8136 -1.3485  0.334
H2 1.2142 -0.5815 -2.4112  0.257
H3 2.7359 0.4983 -1.2006  0.434
H4 3.0303 -1.1448 -0.5985  0.367
H5 1.1176 0.8938 0.6005  0.045
H6 2.7710 0.6524 1.1556  0.461
H7 2.1149 -1.0859 2.5016  0.363
H8 1.2976 -1.9051 1.1759  0.317
H9 0.0648 0.4498 2.6495  0.365
H10 -0.1527 -1.2377 3.1624  0.402
H11 -1.8826 -0.2808 1.6719  0.259
H12 -1.2292 -1.7133 1.1833  0.320
O1 -1.1929 -2.5465 -0.9267  -0.431
N3 -1.9950 -2.2601 -1.8305  0.275
O2 -2.1518 -1.0571 -2.0627  -0.417
F1 0.1333 2.6195 -0.7752  -0.318
C5 -0.8847 1.8241 -1.2915  0.779
F2 -0.8513 2.0832 -2.6444  -0.304
C6 -2.1876 2.3909 -0.7272  0.595
F3 -3.2596 1.9250 -1.3699  -0.247
F4 -2.3108 1.9608 0.5633  -0.265
F5 -2.2899 3.7217 -0.6833  -0.259

Name the most stable of them. entry one.

Entry one
The following is a quantum chemistry calculation of a structure of composition C6H24InN12O6, from the Open Molecules 2025 dataset.

Properties
**HOMO**: -18.13 eV
**LUMO level**: -14.431 eV
**Total charge**: +3
**Kohn-Sham gap**: 3.70 eV

Last column: Mulliken charge in e.
Geometry (Å):
In1 4.1682 -19.9949 -18.0569  1.766
C1 8.1091 -21.0359 -18.5686  0.543
O1 6.9128 -20.9073 -18.2428  -0.463
N1 8.9408 -21.9428 -17.9739  -0.361
N2 8.8163 -20.1345 -19.2707  -0.436
H1 9.9376 -21.9641 -18.0852  0.235
H2 8.5588 -22.3294 -17.1260  0.181
H3 9.7330 -20.4249 -19.5587  0.186
H4 8.3472 -19.3452 -19.6851  0.211
C2 1.8551 -18.4013 -20.9956  0.642
O2 2.3275 -19.0269 -20.0203  -0.501
N3 1.3840 -19.0864 -22.0588  -0.426
N4 1.7871 -17.0664 -21.0786  -0.369
H5 1.3888 -20.0399 -21.7126  0.254
H6 0.8484 -18.6891 -22.8103  0.227
H7 1.2809 -16.7130 -21.8738  0.173
H8 2.0530 -16.4019 -20.3737  0.221
C3 6.2722 -21.5754 -14.7981  0.498
O3 5.6146 -21.2019 -15.7860  -0.348
N5 7.4887 -21.1258 -14.4663  -0.472
N6 5.7782 -22.5636 -14.0062  -0.355
H9 8.1443 -21.6858 -13.9410  0.250
H10 7.9813 -20.6046 -15.1782  0.261
H11 4.8785 -22.9518 -14.2231  0.224
H12 6.3272 -22.7861 -13.1924  0.205
C4 3.9811 -22.0369 -21.6314  0.557
O4 3.7318 -21.4849 -20.5481  -0.466
N7 3.6866 -21.5410 -22.8407  -0.305
N8 4.7365 -23.1560 -21.6589  -0.370
H13 4.0613 -22.0306 -23.6397  0.173
H14 3.2710 -20.6906 -23.1807  0.210
H15 4.7300 -23.7114 -22.4991  0.243
H16 4.9471 -23.5591 -20.7622  0.127
C5 4.8211 -23.9905 -18.0344  0.572
O5 4.2764 -22.8910 -17.7932  -0.368
N9 6.0212 -24.3307 -17.5727  -0.328
N10 4.1646 -24.9584 -18.7147  -0.385
H17 6.5296 -23.6689 -17.0113  0.115
H18 6.4901 -25.2151 -17.6810  0.208
H19 4.7555 -25.7399 -18.9508  0.186
H20 3.2310 -24.8920 -19.0802  0.259
C6 2.2742 -21.2863 -14.8058  0.708
O6 2.3373 -20.8931 -15.9970  -0.581
N11 2.5239 -22.5831 -14.4694  -0.423
N12 1.9767 -20.4641 -13.7991  -0.388
H21 2.5292 -23.2667 -15.2073  0.227
H22 2.5908 -22.8014 -13.4906  0.210
H23 2.2390 -20.9100 -12.9357  0.204
H24 1.9167 -19.5000 -14.0893  0.269

Entry two
The following is a quantum chemistry calculation of a structure of composition C6H24InN12O6, from the Open Molecules 2025 dataset.

Properties
**HOMO**: -16.44 eV
**LUMO level**: -14.622 eV
**Total charge**: +3
**Kohn-Sham gap**: 1.82 eV

Last column: Mulliken charge in e.
Geometry (Å):
In1 -14.4083 10.7024 9.4750  0.996
C1 -17.2700 15.4511 10.4869  0.783
O1 -16.4058 14.5754 10.3733  -0.542
N1 -18.2601 15.6652 9.7034  -0.375
N2 -17.3402 16.1928 11.5453  -0.358
H1 -18.2794 15.2148 8.7996  0.235
H2 -18.8449 16.4712 9.8723  0.195
H3 -16.8187 15.9100 12.3627  0.212
H4 -17.9428 16.9947 11.6638  0.195
C2 -14.2278 14.4131 5.2511  0.725
O2 -14.5031 13.7492 6.2660  -0.539
N3 -14.9717 15.1369 4.4936  -0.373
N4 -13.0224 14.2643 4.9114  -0.346
H5 -14.6375 15.2467 3.5469  0.226
H6 -15.9686 15.1718 4.6519  0.261
H7 -12.7158 14.8427 4.1422  0.197
H8 -12.3753 13.8748 5.5820  0.217
C3 -9.5800 10.4257 12.1277  0.763
O3 -10.6773 10.5268 11.6965  -0.522
N5 -8.4977 10.5734 11.4865  -0.374
N6 -9.3722 9.9980 13.3368  -0.414
H9 -7.7265 10.1197 11.9549  0.211
H10 -8.6230 10.7917 10.5083  0.224
H11 -8.4104 10.0676 13.6371  0.180
H12 -10.1682 9.7046 13.8850  0.226
C4 -19.3204 11.1168 12.1733  0.754
O4 -18.1787 10.8182 11.8300  -0.525
N7 -20.1412 11.8810 11.5283  -0.319
N8 -19.9123 10.6856 13.2620  -0.402
H13 -21.0748 11.8293 11.9103  0.190
H14 -19.7502 12.4943 10.8276  0.224
H15 -20.8515 10.9380 13.5346  0.162
H16 -19.4556 9.9965 13.8422  0.228
C5 -14.3968 12.8274 14.7351  0.737
O5 -14.5134 12.1860 13.7121  -0.534
N9 -13.2814 13.2726 15.3198  -0.347
N10 -15.3014 13.0146 15.5325  -0.297
H17 -13.4632 13.5467 16.2747  0.192
H18 -12.4494 12.9377 14.8552  0.237
H19 -15.0166 13.4447 16.4008  0.163
H20 -16.1242 12.4446 15.3978  0.243
C6 -9.5131 10.2034 6.5205  0.693
O6 -10.5496 10.3060 7.2226  -0.554
N11 -9.1047 10.9115 5.5335  -0.352
N12 -8.6317 9.3107 6.8548  -0.391
H21 -9.6354 11.7701 5.4982  0.213
H22 -8.2761 10.7243 4.9872  0.213
H23 -7.6740 9.3351 6.5348  0.232
H24 -8.7950 8.9099 7.7674  0.236

Name the most stable of them. entry one.

Entry one
The following is a quantum chemistry calculation of the molecule C14H14O5, from the Open Molecules 2025 dataset.

Properties
**HOMO**: -7.95 eV
**Structure (SMILES)**: CCOc1ccc(OCc2ccc(C(=O)O)o2)cc1
**LUMO level**: 0.613 eV
**Kohn-Sham gap**: 8.56 eV

Last column: Mulliken charge in e.
Geometry (Å):
C1 -3.4886 -2.8700 -0.7532  -1.001
C2 -4.3874 -1.6381 -0.8195  -0.411
O1 -4.1414 -0.7263 0.2301  -0.459
C3 -3.0199 0.0508 0.2035  0.674
C4 -2.7825 0.8030 1.3574  -0.559
C5 -1.6918 1.6343 1.4435  -0.682
C6 -0.7995 1.7452 0.3766  0.282
C7 -1.0355 1.0110 -0.7736  -0.442
C8 -2.1356 0.1680 -0.8585  -0.225
H1 -2.2786 -0.3858 -1.7732  0.342
H2 -0.3728 1.0706 -1.6234  0.387
O2 0.2534 2.6042 0.5698  -0.471
C9 1.2499 2.6836 -0.4137  -0.577
C10 1.9602 1.3841 -0.6571  0.591
C11 2.5649 0.8952 -1.7892  -0.928
C12 3.0717 -0.3689 -1.4434  -0.078
C13 2.7367 -0.5647 -0.1228  0.172
C14 2.9847 -1.6985 0.7629  0.117
O3 2.6469 -1.7870 1.9144  -0.559
O4 3.6592 -2.6770 0.1271  -0.442
H3 3.8083 -3.4130 0.7414  0.348
O5 2.0663 0.5098 0.3448  -0.236
H4 3.6065 -1.0546 -2.0671  0.531
H5 2.6329 1.3828 -2.7401  0.502
H6 1.9590 3.4243 -0.0243  0.338
H7 0.8503 3.0572 -1.3683  0.357
H8 -1.5014 2.2107 2.3343  0.421
H9 -3.4751 0.7115 2.1786  0.403
H10 -5.4312 -1.9336 -0.6802  0.317
H11 -4.2992 -1.1426 -1.7948  0.313
H12 -3.6195 -3.3688 0.2037  0.299
H13 -2.4421 -2.5922 -0.8530  0.328
H14 -3.7502 -3.5596 -1.5512  0.350

Entry two
The following is a quantum chemistry calculation of a structure of composition C14H14O5, from the Open Molecules 2025 dataset.

Properties
**HOMO**: -8.07 eV
**LUMO level**: -0.136 eV
**Kohn-Sham gap**: 7.94 eV

Last column: Mulliken charge in e.
Geometry (Å):
C1 1.2000 -4.5205 2.2948  -1.090
C2 1.8546 -3.7467 1.0587  -0.670
O1 1.7946 -2.3247 1.2969  -0.367
C3 0.7807 -1.7054 1.0210  0.189
C4 0.9057 -0.4750 1.1653  0.243
C5 -0.0569 0.4499 1.1427  -0.249
C6 -1.1328 -0.0155 0.6624  0.271
C7 -1.5553 -1.4114 0.2763  -1.198
C8 -0.4858 -2.2894 0.5490  -0.612
H1 -0.5189 -3.2350 0.2552  0.647
H2 -2.5059 -1.6856 0.0704  0.590
O2 -2.5863 0.6671 0.3962  -0.398
C9 -2.3076 2.0816 0.2186  -1.053
C10 -1.3577 2.7996 -0.4492  1.080
C11 -0.6025 3.7808 -0.4707  -0.538
C12 0.3818 3.8894 -1.4707  -0.305
C13 0.0482 2.8033 -2.3959  0.278
C14 0.4949 2.3066 -3.5577  0.176
O3 -0.1152 1.4149 -4.1913  -0.589
O4 1.4065 3.1690 -3.9681  -0.453
H3 1.6116 2.6898 -4.9562  0.409
O5 -1.0068 2.1097 -1.4496  -0.331
H4 0.9600 4.6787 -1.7160  0.575
H5 -0.4271 4.5979 0.5789  0.098
H6 -2.4386 2.4426 1.4114  0.279
H7 -3.3849 2.6065 0.0805  0.374
H8 0.0937 1.4939 1.2533  0.533
H9 1.6725 0.0596 1.8501  0.189
H10 1.5491 -4.1416 0.2575  0.581
H11 2.9986 -4.1096 1.1327  0.266
H12 -0.0089 -4.2849 2.3665  0.233
H13 1.5573 -4.4673 3.1604  0.483
H14 1.1815 -5.6284 2.1264  0.358

Name the most stable of them. entry one.

Entry one
The following is a quantum chemistry calculation of a cluster of 2 separate species, C4H10O in total, from the Open Molecules 2025 dataset.

Properties
**HOMO**: -7.68 eV
**LUMO level**: -1.746 eV
**Kohn-Sham gap**: 5.93 eV

Last column: Mulliken charge in e.
Geometry (Å):
C1 1.9807 -1.3558 -0.0351  -1.085
O1 -1.8766 0.2744 -1.3505  -0.713
C2 0.8696 -0.5285 -0.3617  -0.478
C3 0.2837 0.4219 1.0568  -0.234
C4 -0.8326 1.2371 0.9590  -0.905
H1 1.9601 -2.4167 -0.2850  0.309
H2 2.9696 -1.0920 -0.4377  0.295
H3 -1.3958 -0.4460 -1.7702  0.333
H4 0.2286 -1.3974 -0.1784  0.240
H5 0.6332 0.1079 -1.1835  0.553
H6 1.1932 0.7969 1.5081  0.425
H7 0.0226 -0.4029 1.7171  0.228
H8 -1.6933 1.0123 1.5673  0.323
H9 -0.6576 2.2720 0.7274  0.318
H10 -1.3586 0.5971 -0.5622  0.391

Entry two
The following is a quantum chemistry calculation of a cluster of 2 separate species, C4H10O in total, from the Open Molecules 2025 dataset.

Properties
**HOMO**: -9.19 eV
**Structure (SMILES)**: C=C(C)CO.[H][H]
**LUMO level**: 0.902 eV
**Kohn-Sham gap**: 10.10 eV

Last column: Mulliken charge in e.
Geometry (Å):
C1 0.1755 1.1551 1.0132  -1.337
C2 0.1425 -0.1461 0.2640  0.658
C3 1.2269 -0.8710 0.0077  -0.863
C4 -1.2301 -0.5729 -0.1831  -0.490
O1 -1.3168 -1.9800 -0.2048  -0.518
H1 1.1492 1.6523 0.9595  0.363
H2 -0.5923 1.8582 0.6627  0.368
H3 1.2552 1.7715 -1.4918  0.150
H4 -0.0419 0.9249 2.0619  0.352
H5 1.1616 -1.8249 -0.5042  0.272
H6 1.3767 1.0377 -1.5197  -0.137
H7 2.2140 -0.5153 0.2965  0.315
H8 -1.4031 -0.1401 -1.1851  0.249
H9 -1.9873 -0.1274 0.4842  0.309
H10 -2.1301 -2.2218 -0.6609  0.307

Name the most stable of them. entry two.